63
Properties=species:S:1:pos:R:3:forces:R:3:lowdin_charge:R:1 method="wB97M-V/def2-TZVPD" relative_energy_kcal_mol=1.6 homo_energy_ev="-7.1 / -8.0" max_force_ev_per_a=3.350 gap_ev="7.60 / 8.30" s_squared=2.046 multiplicity=3
O -0.6951 -0.2747 -3.7125 -0.115 0.765 -2.138 -0.117
C -0.9846 0.7680 -4.7428 -0.503 0.535 0.457 -0.150
C -0.3347 -0.0014 -5.8798 -0.008 0.261 0.962 -0.082
H -0.5146 1.7443 -4.5496 -0.246 -0.387 0.324 0.111
H -2.0765 0.8809 -4.8728 0.409 0.055 0.241 0.124
C -0.3484 -1.1443 -4.8349 0.174 -0.391 -1.097 -0.583
H 0.6687 0.3968 -6.0965 -0.351 -0.364 -0.025 0.122
H -0.9338 -0.1245 -6.7822 0.137 -0.104 0.088 0.115
C 0.9967 -1.8156 -4.7345 -0.097 -0.482 0.123 -0.012
H 1.6769 -1.2142 -4.1320 0.069 -0.022 -0.058 0.085
H 1.3969 -1.9192 -5.7541 0.004 -0.051 0.355 0.095
H 0.8746 -2.8179 -4.3131 0.321 0.068 0.146 0.080
C -1.4733 -2.1210 -5.1228 0.121 -0.124 0.120 -0.023
H -2.4401 -1.6072 -5.1458 0.140 -0.090 -0.071 0.089
H -1.5051 -2.9003 -4.3537 -0.068 0.079 -0.088 0.084
H -1.2783 -2.5872 -6.0951 -0.163 -0.055 0.148 0.094
V -0.6006 -0.9130 1.2288 1.839 -0.462 1.021 0.665
C -2.4578 -1.3569 2.2035 -1.627 0.433 -0.763 -0.173
C -2.4640 0.0675 2.3083 0.393 -0.841 -0.341 -0.118
C -2.4210 0.6221 0.9945 -0.037 -0.732 -0.550 -0.131
H -2.4183 0.6240 3.2420 0.135 -0.191 -0.396 0.117
C -2.4825 -0.4583 0.0527 -0.611 0.059 0.473 -0.148
C -2.5267 -1.6818 0.7871 -1.100 0.649 0.225 -0.201
H -2.6465 -2.6603 0.3293 0.121 0.272 0.294 0.120
H -2.5050 -2.0756 3.0213 0.098 0.397 -0.284 0.123
H -2.3980 1.6813 0.7186 0.134 -0.547 0.333 0.116
H -2.6009 -0.3723 -1.0303 0.358 0.002 0.435 0.120
C 0.6662 -2.4897 2.5961 -0.199 -0.236 -0.994 -0.124
C -0.2831 -3.0773 1.7033 1.207 -0.479 -0.384 -0.205
C 0.1802 -2.8642 0.3499 0.358 0.314 0.674 -0.171
H -1.1335 -3.6867 1.9979 0.253 0.247 -0.122 0.115
C 1.3856 -2.0869 0.4288 -0.313 -0.580 0.438 -0.149
C 1.7077 -1.9205 1.8105 -0.636 0.012 -0.819 -0.113
H 2.6364 -1.4908 2.1770 -0.499 0.271 -0.011 0.116
H 0.6260 -2.5190 3.6807 -0.079 0.173 -0.292 0.119
H -0.2037 -3.3293 -0.5566 -0.125 0.382 0.302 0.115
H 1.9859 -1.7780 -0.4270 -0.170 -0.095 0.405 0.103
O 1.9222 1.2949 -2.6735 -0.578 1.157 1.706 -0.159
C 1.0322 0.7498 -1.6297 0.384 0.376 -0.055 -0.204
C -0.1498 1.7350 -1.6530 -0.008 -0.449 -0.995 -0.154
H 1.5307 0.7561 -0.6136 -0.202 0.139 -0.967 0.120
H 0.7662 -0.2899 -1.8682 0.108 0.543 -0.157 0.092
C 0.5420 3.1074 -1.8657 -0.210 -0.223 -0.046 -0.152
H -0.8846 1.5641 -0.8500 0.669 0.598 -0.066 0.078
H -0.6832 1.5662 -2.5946 0.015 -0.282 0.636 0.066
C 1.9861 2.7151 -2.2344 0.159 -0.905 0.523 -0.176
H 0.4769 3.7063 -0.9523 0.218 0.203 -0.330 0.107
H 0.1087 3.6381 -2.7335 -0.104 -0.072 0.667 0.104
H 2.5915 2.7450 -1.3030 -0.036 -0.015 -0.582 0.117
H 2.4464 3.3726 -2.9908 -0.189 -0.654 0.124 0.118
C 0.2092 0.4278 2.4764 0.926 1.452 2.874 -0.060
C 0.5029 0.8510 3.6145 -0.687 -0.840 -2.920 -0.111
C 0.8075 1.2625 4.9334 0.335 0.438 1.218 -0.264
C -0.0220 2.1807 5.6266 0.269 -0.417 0.056 -0.043
C 0.2626 2.5453 6.9441 0.278 -0.317 0.106 -0.093
C 1.3716 1.9868 7.6091 0.168 0.108 -0.639 -0.096
C 2.2286 1.1027 6.9200 -0.555 0.182 0.092 -0.090
C 1.9396 0.7347 5.6037 -0.373 0.174 0.128 -0.042
H -0.9227 2.5452 5.1289 0.357 0.045 0.109 0.108
H -0.3891 3.2588 7.4648 0.295 -0.378 -0.221 0.102
H 1.5939 2.2730 8.6396 -0.088 -0.115 -0.337 0.096
H 3.1058 0.6808 7.4224 -0.382 0.174 -0.180 0.101
H 2.5512 -0.0063 5.0846 -0.091 0.338 0.129 0.109

=====

95
Properties=species:S:1:pos:R:3:forces:R:3:lowdin_charge:R:1 method="wB97M-V/def2-TZVPD" charge=+3 homo_energy_ev=-12.2 max_force_ev_per_a=16.900 gap_ev=1.24 multiplicity=1
C 0.2394 -2.4086 4.3608 0.407 -0.964 -0.335 -0.071
C 0.9934 -3.3737 3.3923 -0.946 -0.260 0.864 -0.204
C 0.1505 -3.7427 2.1466 0.843 -0.444 0.361 -0.181
N 0.6617 -3.2330 0.8438 1.782 0.677 3.273 -0.320
C 1.1479 -1.8009 0.9112 1.867 1.600 4.491 -0.489
C -0.0226 -0.6697 0.9709 1.335 1.177 4.132 -0.603
C 0.2565 0.7009 1.0247 0.295 -2.668 0.351 -0.234
C 1.6756 1.0191 1.0174 0.400 -0.712 -0.152 0.032
C 2.7303 0.0731 0.9411 -2.239 0.793 0.834 -0.159
S 4.3723 0.7990 0.9043 1.329 -1.305 -2.169 0.727
O 4.7199 0.9609 -0.4709 -0.691 1.000 -0.185 -0.276
O 5.3458 0.1127 1.6804 -0.635 0.251 1.290 -0.230
C 4.4176 2.5629 1.5641 0.121 -0.509 0.847 -0.420
F 5.7168 2.8677 1.5242 -0.210 -0.035 -0.370 0.130
F 3.8102 3.4695 0.7071 -0.187 -0.091 0.121 0.021
C 3.9584 2.7489 3.0601 1.190 0.682 0.446 -0.378
F 3.1693 1.7835 3.5239 -0.532 0.216 -0.599 0.190
F 5.0705 2.7229 3.8142 -0.069 -0.003 -0.221 0.186
C 3.3614 4.1714 3.2872 -0.182 -0.761 1.182 -0.528
F 2.1570 4.2697 2.7288 0.219 0.377 -0.238 0.190
F 3.2857 4.4152 4.5718 -0.225 0.044 -0.176 0.250
F 4.2231 5.0988 2.7666 -0.307 0.053 -0.672 0.116
C 2.5204 -1.3934 0.9033 -2.311 0.590 0.147 -0.180
C 3.6220 -2.4366 0.8753 -0.052 -0.500 0.771 -0.606
Br 4.8601 -2.1919 -0.6218 -0.517 -0.056 -0.020 0.882
C 4.3336 -2.6263 2.2706 0.718 0.442 -0.431 -0.251
C 5.8246 -3.0128 2.1486 -0.699 -0.047 0.537 -0.128
N -0.8469 1.6209 1.0912 0.413 -1.049 -1.336 0.117
C -1.8704 1.4676 0.0608 0.343 -0.194 0.392 -0.180
C -2.2588 2.5817 -0.6652 -0.028 0.546 -0.030 -0.211
C -1.7011 3.9766 -0.4102 0.030 -0.692 0.577 -0.023
C -3.1994 2.4058 -1.6758 0.096 -0.011 0.256 -0.060
C -3.7515 1.1700 -1.9867 -0.477 -0.030 0.599 -0.245
P -4.8774 1.2298 -3.4244 -3.372 -2.313 -1.705 1.117
C -3.8980 0.5429 -4.7418 -2.681 1.966 -0.581 -0.187
O -6.1619 0.2938 -3.1439 2.247 -0.910 0.596 -0.262
C -3.4355 -0.0175 -1.2325 0.246 -0.050 0.338 -0.118
C -4.0523 -1.4785 -1.5033 1.223 1.668 -0.661 -0.141
O -5.4200 -1.5762 -1.1506 0.841 -0.175 0.446 0.026
C -5.6407 -1.6103 0.1928 -2.019 -0.410 0.126 -0.697
F -6.8928 -2.0211 0.3651 0.236 0.019 -0.134 0.205
F -5.5596 -0.3973 0.7549 0.670 -0.062 -0.013 0.178
F -4.8464 -2.4671 0.8418 0.426 0.412 -0.094 0.171
C -2.4859 0.2052 -0.1981 0.857 -0.003 0.243 -0.374
S -1.8749 -1.0975 0.9277 -0.687 1.634 2.511 0.829
H -0.8331 -2.6101 4.2542 0.113 0.448 0.029 0.073
H 0.4985 -1.3632 4.1742 -0.285 -0.063 0.153 0.066
H 0.4817 -2.7134 5.3841 0.090 0.525 -0.109 0.081
H 1.1257 -4.3049 3.9602 0.121 0.158 -0.217 0.117
H 1.9963 -3.0149 3.1668 -0.291 0.017 -0.181 0.067
H -0.8965 -3.4484 2.3034 0.257 0.179 -0.271 0.092
H 0.1317 -4.8361 2.0687 -0.018 0.228 -0.276 0.132
H 1.3163 -3.8779 0.3671 -0.253 0.723 0.687 0.122
H 1.8998 2.0838 1.0820 0.145 -0.230 -0.117 0.102
H 3.1539 -3.4038 0.6770 0.161 0.290 -0.211 0.078
H 4.2628 -1.6947 2.8415 -0.106 -0.215 0.006 0.100
H 3.8279 -3.4194 2.8294 -0.050 0.191 -0.249 0.101
H 6.1768 -3.2952 3.1466 -0.006 -0.022 -0.197 0.090
H 6.4169 -2.1600 1.8178 0.002 -0.293 -0.196 0.051
H 5.9089 -3.8795 1.4876 0.335 0.219 0.062 0.073
H -0.5335 2.5765 1.1806 -0.095 -0.002 -0.036 0.109
H -2.3633 4.7432 -0.8214 0.342 -0.094 -0.162 0.083
H -1.6273 4.1681 0.6712 -0.097 0.055 -0.233 0.084
H -0.6828 4.0457 -0.8120 -0.254 0.252 -0.138 0.098
H -3.4655 3.3003 -2.2394 -0.105 -0.281 -0.075 0.123
H -4.5024 0.0219 -5.4959 -0.034 0.471 -0.032 0.053
H -3.2395 1.2967 -5.1724 0.031 -0.299 0.042 0.072
H -3.1186 -0.2621 -4.2266 2.816 0.216 1.219 0.008
H -5.9644 -0.6274 -3.3772 -0.228 -0.162 0.373 -0.020
H -3.9910 -1.6637 -2.5890 -0.009 0.415 0.652 0.031
H -3.4420 -2.2889 -1.0688 -0.273 0.560 0.266 0.115
Li 4.6365 5.4393 0.6121 0.096 -0.175 0.220 0.903
N -5.7992 2.3653 2.3512 -0.319 -0.395 1.295 -0.550
O -6.0574 1.8859 3.4058 0.223 -0.297 -0.539 0.192
O -6.7075 2.8463 1.5898 0.778 2.405 -1.407 -0.036
O -4.6039 2.4950 1.9137 0.376 1.923 -1.078 -0.069
C 8.3980 3.0422 -0.5318 -0.009 -0.379 0.144 -0.177
O 9.3263 1.9777 -0.4637 -0.053 0.161 -0.047 -0.093
H 8.8280 3.8333 -1.1416 0.062 -0.044 0.001 0.085
H 7.4631 2.6988 -0.9927 -0.072 0.172 -0.014 0.067
H 8.1957 3.4323 0.4743 -0.063 0.158 -0.060 0.064
H 8.9398 1.2828 0.0767 0.116 -0.074 -0.021 0.076
O -1.8763 -0.1812 -3.8415 -0.640 -0.978 0.226 -0.245
H -1.3840 0.1985 -4.5799 0.016 -0.248 -0.092 0.016
Cs -0.1550 -1.9463 -0.9219 -2.668 -2.428 -16.510 1.706
Be -5.3726 4.1739 0.8736 -1.111 -3.709 1.640 0.924
C -6.4099 -2.7721 -5.5458 -0.735 -0.062 0.032 -1.065
Cl -5.2783 -2.6301 -4.1759 0.041 -0.417 -0.642 0.647
Cl -7.9222 -3.4946 -5.0775 0.150 -0.023 -0.097 0.666
H -6.6008 -1.7804 -5.9525 0.118 -0.001 0.008 0.055
H -5.9255 -3.4164 -6.3094 -0.761 0.149 0.475 -0.186
F -7.0140 2.0211 -4.1944 2.350 1.137 0.244 -0.444
O 0.9727 -3.4334 -5.2219 -0.275 0.104 0.100 -0.327
H 1.5943 -3.6941 -5.9158 0.015 0.007 0.069 -0.085
Al -4.0857 -3.4895 -7.2040 0.987 -0.163 -0.342 1.164